No. 1
Formula: C30H55BF4N10
Source: the Open Molecules 2025 dataset
Level of theory: ωB97M-V with the def2-TZVPD basis set

Properties
HOMO level = -18.11 eV
molecular weight = 642.6 g mol⁻¹
ΔE to the lowest compared entry with this formula, charge and spin = 4.074 eV
charge = +4
lowest unoccupied orbital energy = -8.842 eV

The geometry in XYZ format:
```
100
Properties=species:S:1:pos:R:3:forces:R:3
C 1.445089 2.122826 -5.379199 -0.97 1.17 1.34
C 1.628679 3.273716 -4.370609 -0.20 -0.08 -0.17
N 2.651599 2.890206 -3.394759 0.37 -0.92 3.38
C 3.999578 3.148756 -3.559849 0.20 -1.12 0.94
C 4.687298 2.659806 -2.455959 -1.84 -0.01 0.23
N 3.730399 2.200456 -1.570929 -2.78 -0.66 -0.27
C 2.442599 2.226946 -2.126979 4.32 2.36 -2.50
C 4.065668 1.593676 -0.259239 0.25 -1.33 0.12
H 2.368429 1.553296 -5.484939 -0.28 0.11 -0.51
H 0.998499 2.587586 -6.258209 0.35 -0.64 -0.35
H 0.672509 1.574446 -4.840219 0.08 -0.95 -0.67
H 0.710859 3.486296 -3.822429 -0.05 -0.28 0.10
H 1.820259 4.234246 -4.848909 0.84 -0.11 0.17
H 4.391728 3.550716 -4.482379 -0.11 0.14 0.12
H 5.696619 2.448626 -2.134919 0.22 0.69 -0.61
H 1.553879 1.757396 -1.731889 0.07 0.36 0.01
H 4.969329 2.000196 0.194901 -0.05 0.27 -0.59
H 4.203428 0.520646 -0.392359 0.37 -0.03 -0.34
H 3.317729 1.561716 0.533001 -0.65 0.88 -0.61
C -3.661331 1.676246 -2.352879 -0.33 0.34 0.35
C -2.278111 1.921516 -2.901579 0.56 0.81 0.71
N -1.667451 0.750416 -3.481479 2.01 -2.88 -1.72
C -2.002011 0.309856 -4.749779 1.07 -1.04 -0.67
C -1.178251 -0.778244 -5.100249 -2.02 2.05 0.78
N -0.416891 -1.038694 -4.012869 0.79 0.27 1.73
C -0.662411 -0.103154 -3.031069 -1.63 0.42 -1.45
C 0.501349 -2.256944 -3.922179 -0.82 0.47 0.18
H -4.350191 1.050696 -2.920549 0.44 0.02 -0.43
H -4.140861 2.652336 -2.279439 -0.12 -0.09 0.37
H -3.551732 1.219726 -1.369179 -0.23 0.09 0.11
H -1.636821 2.298916 -2.105079 0.07 -0.47 0.39
H -2.186131 2.774326 -3.574149 -0.48 -0.41 -0.68
H -2.750511 0.794796 -5.358859 0.08 0.08 0.12
H -1.150921 -1.338244 -6.023319 0.08 -0.04 0.18
H -0.304411 -0.022724 -2.015309 0.33 -0.53 -0.06
H 0.292489 -2.912444 -4.767639 0.08 0.46 -0.23
H 0.211209 -2.831994 -3.042849 0.36 0.38 0.11
H 1.541648 -1.931894 -3.907959 -0.22 -0.13 0.11
C 0.842569 1.560636 3.181851 -0.96 -0.10 0.49
C 2.176828 1.743976 3.914631 -1.84 -0.80 0.59
N 2.959479 2.688626 3.214421 1.06 3.99 -0.52
C 4.298709 2.619576 3.078001 1.66 1.72 -1.77
C 4.739098 3.801636 2.465211 -1.07 -0.39 1.19
N 3.638969 4.700266 2.389801 0.57 -5.04 1.11
C 2.587319 3.986056 2.906671 0.66 -0.71 -1.13
C 3.563569 5.986136 1.755281 -1.02 0.87 -0.22
H 0.161939 2.411696 3.205161 0.58 0.70 -0.15
H 0.150149 0.882046 3.680011 0.56 -0.63 0.13
H 0.956639 1.238176 2.146911 0.20 -0.11 0.08
H 2.714528 0.797666 3.973651 0.10 0.12 -0.20
H 2.095859 2.134876 4.928901 -0.46 -0.30 0.12
H 4.897498 1.768076 3.365731 -0.18 -0.01 -0.07
H 5.751488 4.050186 2.182931 -0.18 0.27 0.00
H 1.553048 4.296946 2.901991 0.18 0.21 0.12
H 2.695008 5.941226 1.098261 -0.28 0.41 0.33
H 4.356958 6.262506 1.060831 0.54 -0.47 0.68
H 3.444579 6.688046 2.580671 0.02 0.49 -0.55
C -7.246582 -1.682594 -2.648449 -0.57 -0.79 0.31
C -5.814811 -1.475104 -3.146109 -0.86 -0.72 0.76
N -4.797302 -1.610024 -2.076959 -1.09 1.58 4.30
C -3.525711 -2.020154 -2.237029 1.13 0.08 1.19
C -2.894171 -1.930654 -0.997799 0.59 -0.96 -1.08
N -3.772591 -1.538714 -0.032519 -1.74 0.60 -4.50
C -4.963052 -1.299934 -0.722849 1.59 -0.53 -0.20
C -3.419801 -1.257364 1.326681 -1.03 -0.11 1.30
H -7.339272 -2.597684 -2.063549 0.23 -0.09 0.11
H -7.953281 -1.850624 -3.461129 0.40 0.12 -0.41
H -7.737942 -0.902444 -2.067039 0.63 0.39 0.04
H -5.782462 -0.489124 -3.609669 0.64 -0.28 -0.29
H -5.508022 -2.340504 -3.733529 -0.45 0.54 -0.93
H -3.190441 -2.358514 -3.206309 0.22 0.01 0.20
H -1.878811 -2.184114 -0.730959 -0.07 -0.01 -0.17
H -5.813442 -0.905144 -0.186789 -0.28 -0.12 -0.54
H -3.826431 -0.289484 1.619871 0.30 0.11 -0.09
H -2.345771 -1.321494 1.501181 -0.15 0.05 -0.37
H -3.955451 -1.985334 1.935971 0.26 -0.08 0.25
C -1.910441 -4.738614 3.762911 0.51 -0.67 1.48
C -1.101671 -3.497874 3.634331 -1.12 0.85 -1.59
N -0.122631 -3.348364 4.676721 3.61 -0.41 1.70
C 0.608619 -2.200614 4.944791 1.19 1.07 1.13
C 1.748699 -2.452434 5.758721 -2.52 -1.10 -2.85
N 1.750708 -3.817184 5.850621 -2.13 -1.84 -0.83
C 0.603109 -4.350464 5.236141 2.48 1.31 0.88
C 2.916829 -4.650164 6.268711 -0.32 0.28 0.26
H -2.692371 -4.847784 3.011401 0.20 0.01 0.20
H -2.285052 -4.699854 4.785781 -0.83 -0.27 -0.13
H -1.234951 -5.593494 3.794771 -0.27 -0.30 -0.61
H -1.782651 -2.647934 3.678701 0.15 0.24 0.25
H -0.627771 -3.440484 2.654421 0.37 0.02 0.26
H 0.324439 -1.251104 4.515751 -0.20 -0.18 0.15
H 2.649179 -1.900234 5.983701 -0.45 0.28 0.25
H 0.514629 -5.423284 5.148761 -0.46 0.19 -0.01
H 3.043098 -4.692984 7.350531 -0.25 0.26 -0.03
H 3.791169 -4.171164 5.828051 0.00 -0.34 -0.03
H 2.785949 -5.676064 5.924501 0.03 0.24 -0.21
B 0.623599 -1.568744 0.219171 1.97 -0.11 -0.87
F -0.361971 -0.620204 0.073271 -1.72 1.07 0.19
F 1.819168 -0.854684 0.380031 0.78 0.60 -0.29
F 0.512579 -2.379674 1.293131 -0.92 -0.80 1.22
F 0.646039 -2.322024 -0.966559 -0.12 -0.07 -0.25
```
Positions in Å, forces in eV/Å.

These are the Löwdin partial charges, in e, on atoms 1 to 99: -0.0255 -0.1745 -0.0531 0.0199 0.0235 -0.0881 0.0967 0.0043 0.0954 0.0982 0.0377 0.1144 0.1370 0.1523 0.1469 0.1383 0.0895 0.1075 0.0755 -0.0397 -0.1890 -0.0499 -0.0024 -0.0098 -0.0614 0.0131 0.0656 0.0628 0.1013 0.0742 0.1260 0.1358 0.1450 0.1481 0.1297 0.1043 0.0833 0.1070 -0.0482 -0.1618 -0.0796 -0.0212 0.0286 -0.0679 0.0410 0.0159 0.0783 0.0670 0.0750 0.1324 0.1485 0.1501 0.1407 0.1642 0.1039 0.1163 0.1223 -0.0616 -0.1350 -0.0505 -0.0207 -0.0128 -0.0713 0.0575 0.0138 0.0904 0.0974 0.0865 0.1190 0.1364 0.1379 0.1187 0.1657 0.1121 0.0889 0.1109 -0.0519 -0.2153 -0.0219 0.0062 0.0206 -0.0886 0.0525 0.0397 0.0975 0.0994 0.0792 0.1226 0.1131 0.1050 0.1357 0.1635 0.1091 0.1042 0.1046 -1.3879 0.1052 0.0983 0.1728

=====

No. 2
Formula: C2H6N2O
Source: the Open Molecules 2025 dataset
Level of theory: ωB97M-V with the def2-TZVPD basis set

Properties
HOMO level = -7.84 eV
molecular weight = 74.1 g mol⁻¹
ΔE to the lowest compared entry with this formula, charge and spin = 6.187 eV
charge = 0
lowest unoccupied orbital energy = 0.458 eV

The geometry in XYZ format:
```
11
Properties=species:S:1:pos:R:3:forces:R:3
C 0.201371 -0.440158 -1.679072 1.64 0.78 0.31
C -0.186208 0.046399 0.457303 0.65 2.83 7.71
N 0.278955 0.538844 2.176463 -1.86 -0.71 -0.57
O -1.495476 -0.046953 0.519480 0.41 -0.70 -1.02
N 0.927773 0.270030 0.069557 -0.42 -2.05 -5.83
H -1.813127 -0.429946 -0.313389 -0.18 0.07 -0.11
H 0.377794 1.548494 2.252723 -0.07 -0.15 -0.37
H 1.160321 0.125414 2.469613 -0.10 -0.08 -0.56
H 1.207160 -0.580379 -2.056658 -0.16 -0.10 -0.23
H -0.314394 0.352242 -2.217599 0.03 0.04 0.23
H -0.344169 -1.383987 -1.678421 0.06 0.06 0.45
```
Positions in Å, forces in eV/Å.

Formally, the Löwdin partial charges of the atoms, in units of the elementary charge, are as follows: 0.0007 -0.5204 -0.0012 0.1160 0.1990 0.1140 0.0008 0.0014 0.0230 0.0337 0.0330

=====

No. 3
Formula: C3H4N2S2
Source: the Open Molecules 2025 dataset
Level of theory: ωB97M-V with the def2-TZVPD basis set

Properties
HOMO level = -8.80 eV
molecular weight = 132.2 g mol⁻¹
ΔE to the lowest compared entry with this formula, charge and spin = 2.935 eV
charge = 0
SMILES string = CC1=NN=CSS1
lowest unoccupied orbital energy = -0.248 eV

The geometry in XYZ format:
```
11
Properties=species:S:1:pos:R:3:forces:R:3
C 1.829409 0.804195 0.123098 1.14 -1.70 -1.45
C 0.455326 0.286632 0.008108 -1.83 -2.79 0.30
N 0.317208 -1.018275 0.069507 0.77 1.06 0.49
N -0.838789 -1.715815 -0.226327 -1.27 2.49 0.55
C -2.005222 -1.229547 -0.021866 1.26 1.43 0.01
S -2.559023 0.667543 0.547413 1.48 -3.15 -0.36
S -0.859247 1.377600 -0.358288 0.21 1.10 -0.67
H 1.990004 1.470389 0.951636 0.08 0.06 0.45
H 2.019504 1.382065 -0.821874 0.26 -0.55 0.78
H 2.431234 -0.215882 0.153598 -0.67 2.55 0.02
H -2.780399 -1.808903 -0.425008 -1.43 -0.51 -0.12
```
Positions in Å, forces in eV/Å.

Formally, the Löwdin partial charges of the atoms, in units of the elementary charge, are as follows: -0.1083 -0.7468 -0.0269 -0.0364 -0.3424 0.4095 0.5267 0.0665 0.0912 0.1288 0.0382